Record 1
Below is an isolated molecule of C9H8S3, with properties calculated with ωB97M-V/def2-TZVPD.

Geometry as XYZ:
```
20
Properties=species:S:1:pos:R:3:forces:R:3
H -2.7718 -0.0788 -1.9668 -0.1 0.0 -0.1
C 4.4252 0.7381 -0.5361 -0.2 -0.1 0.1
C 0.2753 -0.2967 1.2443 0.0 0.1 0.1
H 3.7215 2.6394 0.1766 0.1 0.2 0.0
H -3.4447 -0.7056 -0.4494 -0.1 -0.1 0.0
S 3.8625 -0.9133 -0.6431 -0.1 0.0 0.0
H 1.1368 -2.2169 0.4876 0.0 -0.3 0.0
H 5.4105 0.9526 -0.8976 0.2 0.2 -0.1
H -1.6564 -1.3203 1.0497 -0.2 -0.1 0.0
C 3.5390 1.5908 0.0267 0.4 0.2 -0.2
C -1.5897 0.3316 -0.2563 0.1 0.0 0.1
C 2.3472 0.9367 0.4068 -0.7 -0.1 0.7
S 0.8722 1.4432 1.0406 0.7 -0.3 -0.1
H -3.5269 1.0290 -0.8266 0.0 0.0 0.0
C 1.2884 -1.1577 0.5573 0.1 0.1 -0.1
C 2.3586 -0.4686 0.1216 0.0 -0.1 0.0
C -1.0996 -0.4703 0.6893 -0.1 0.1 -0.1
C -2.9186 0.1295 -0.9079 -0.1 -0.1 0.1
H 0.2798 -0.4816 2.3261 0.1 0.1 0.0
S -0.6806 1.7096 -0.7979 -0.2 0.2 -0.5
```
Forces are in eV/Å.

Its energy above the lowest of the compared OMol25 structures with the same formula, charge and spin is 0.0 kJ/mol. Its HOMO energy (alpha / beta) is -0.2495 / -0.2510 Ha.

Results of the Löwdin charge analysis, in e, for atoms 1 through 2:
1 H 0.08
2 C -0.39

Record 2
Below is a structure of composition C14H33AlNOS2, with properties calculated with ωB97M-V/def2-TZVPD.

Geometry as XYZ:
```
52
Properties=species:S:1:pos:R:3:forces:R:3
H 2.5916 4.2192 -1.2010 0.0 0.1 0.0
H -1.5000 -2.1501 -0.0667 0.0 -0.1 0.0
C 0.5908 -1.7226 -0.2685 0.1 -0.2 0.1
H 1.8110 -5.5158 -0.6667 0.0 0.0 0.0
H 0.2528 3.5659 -1.5971 0.0 0.1 0.0
H -3.3851 -0.2563 0.9184 -0.1 0.0 -0.1
H 1.2793 0.1667 1.9712 0.0 0.0 0.0
H 1.0879 -2.8238 1.5221 -0.2 -0.1 0.0
H -1.2250 1.5499 -0.1622 -0.1 0.0 -0.1
H 3.2914 -5.0109 1.8608 0.0 -0.1 0.0
H 0.9134 1.0125 -0.2213 0.0 0.0 -0.1
H -4.8006 3.2334 -1.5527 0.0 0.0 0.0
H -2.2862 1.7684 2.2161 0.0 0.0 0.0
H 1.0416 -2.6199 -0.7044 0.0 0.0 -0.1
H -2.8496 3.9107 1.6997 -0.1 0.1 0.0
H -3.7129 0.9257 -0.3355 0.0 0.2 0.0
H 2.5939 -0.7123 1.2037 0.0 -0.1 0.0
H -0.9402 -2.2205 -1.7196 0.0 0.0 0.0
S -2.0358 0.0414 -3.6086 -0.1 -0.1 -0.2
O 3.1256 -4.2400 1.3122 0.0 0.0 0.0
C 3.5960 -4.5119 -0.0039 0.0 0.0 0.0
H 3.2396 -5.8597 -1.6568 0.0 0.0 0.0
H -3.1901 5.3280 -0.9243 -0.1 0.0 0.0
H 1.7097 4.8222 0.2220 0.0 0.1 -0.1
H 4.6793 -4.6767 0.0091 0.0 0.0 0.0
C 1.1427 1.6603 -1.0673 0.1 0.1 0.2
H 3.4045 -3.6029 -0.5727 0.0 0.0 0.0
H 3.0629 -6.6056 -0.0634 0.0 0.0 0.0
C -3.0723 0.7204 0.5237 0.1 -0.4 0.1
H 2.2234 1.5867 -1.2226 0.0 0.0 -0.1
C 2.8865 -5.6929 -0.6382 -0.1 0.0 0.1
H -4.5270 3.4880 1.4882 0.0 0.1 -0.1
H -1.0573 0.1808 0.9350 0.1 0.1 0.0
H -0.2426 -1.6829 1.7372 0.0 -0.1 0.0
C -0.8493 -1.6508 -0.7928 -0.5 -0.1 -0.1
H 1.1854 -0.8909 -0.6434 -0.1 0.0 -0.1
S 0.4619 0.9768 -2.5997 -0.1 0.2 0.0
N -1.4648 -0.3531 -1.0585 0.6 0.5 0.2
H 0.0604 3.1229 0.0807 -0.1 0.0 -0.1
C -1.6208 0.5647 0.0782 -0.2 0.1 0.2
H 2.6365 3.3321 0.3182 0.0 0.0 0.1
H -2.1792 2.9808 -1.5823 0.1 -0.1 0.0
C 0.7663 3.1171 -0.7504 0.1 -0.1 0.2
C -3.2080 1.7819 1.6193 -0.3 0.1 0.1
C 1.7250 -0.8246 1.8590 0.0 0.0 -0.2
C -3.5153 3.2292 1.1558 0.4 -0.2 0.0
H -3.9933 1.4528 2.3093 0.0 -0.1 0.0
C 0.7314 -1.8285 1.2634 0.2 0.3 0.1
Al -3.4187 3.7078 -0.8239 -0.1 0.1 0.0
H 2.0993 -1.1493 2.8295 -0.1 0.0 0.1
C -1.1099 0.2255 -2.2938 0.0 -0.3 0.1
C 1.9939 3.9305 -0.3346 0.0 -0.2 0.0
```
Forces are in eV/Å.

The charge is -1. Its HOMO energy is -0.1724 Ha.

Results of the Löwdin charge analysis, in e, for atoms 1 through 2:
1 H 0.07
2 H 0.12

Record 3
Below is a structure of composition C42H43CrN5O6PS3 at a distorted geometry, with properties calculated with ωB97M-V/def2-TZVPD.

Geometry as XYZ:
```
101
Properties=species:S:1:pos:R:3:forces:R:3
C -0.4579 -9.8525 -15.2517 0.6 -0.5 0.0
C -5.8431 -10.2588 -13.2125 0.9 0.6 0.0
H -7.2880 -10.7256 -20.6799 -0.3 0.1 -0.6
H -11.1569 -11.6029 -18.1819 -0.9 0.3 -0.4
C -6.2394 -17.9720 -22.9710 0.5 -0.3 1.1
H -7.1261 -17.9505 -16.4349 -0.1 -1.2 0.4
C -5.1527 -16.3835 -20.9779 -0.3 -1.2 0.4
O -4.6597 -13.5624 -14.0965 0.4 -0.3 0.0
H -10.1959 -15.5007 -17.6574 -0.2 0.1 0.1
C -3.1505 -14.6311 -21.1674 -1.1 0.3 0.4
Cr -5.1976 -13.5182 -17.5086 0.4 0.2 0.1
H -5.8636 -10.0514 -18.8895 -0.7 -0.6 0.4
C -6.5784 -9.5571 -12.2909 -1.2 -1.1 0.6
H -7.0829 -16.1531 -23.6591 -0.4 0.2 -0.2
O -4.9725 -14.3492 -19.3735 -0.8 1.1 0.8
C -6.2139 -11.5513 -13.5686 0.1 1.1 -0.7
H -3.1582 -17.0314 -14.2840 -0.1 0.2 -0.1
N -8.8146 -16.8794 -17.0461 -0.4 -0.3 0.0
H -9.1357 -16.9317 -10.2328 0.2 0.7 -0.7
H -11.9999 -13.7358 -16.8586 0.9 1.1 -0.1
C -5.2841 -16.0847 -16.2317 -1.3 -1.8 -0.1
C -8.2402 -14.6150 -17.5862 -0.5 0.5 -0.1
C -1.8389 -8.9681 -17.4947 -0.3 -0.1 -0.5
C -0.3371 -8.5341 -15.6442 -1.0 1.2 -2.0
C -1.8625 -10.3113 -17.1444 0.1 -1.0 0.8
O -4.0553 -11.3520 -15.0090 1.2 0.8 0.1
H -8.2978 -9.6464 -11.0257 -0.6 0.9 1.2
C -9.1646 -15.6607 -17.3986 0.1 0.8 -0.9
H -8.2995 -9.7806 -19.5988 -0.4 0.3 0.2
C -4.9149 -17.7525 -20.9513 -0.1 0.2 -0.7
H -12.1244 -14.0105 -10.8786 -1.0 0.5 0.1
H -0.9125 -7.0910 -17.1556 0.0 0.4 0.0
H -1.7841 -14.3080 -18.7235 0.0 0.5 -0.3
H -2.4380 -14.8555 -15.4940 -0.8 -0.7 -0.4
H 0.0969 -10.2016 -14.3817 -0.3 0.1 -0.1
C -7.5452 -17.0370 -16.7542 0.7 0.8 0.0
H -8.3690 -11.6001 -19.5757 -0.5 0.4 -0.2
O -5.9679 -12.1359 -18.7904 -0.7 0.4 0.1
C -6.6535 -15.9933 -16.8546 2.2 -1.1 1.5
N -3.7030 -16.5208 -14.9708 0.3 -0.6 -0.2
N -4.3359 -15.1879 -16.5346 0.3 1.1 0.2
C -1.1376 -10.7928 -16.0402 0.3 0.3 0.7
H -4.2870 -18.1397 -20.1693 0.2 -0.4 0.1
C -10.6717 -15.4688 -10.4611 1.2 -0.1 -0.7
H -7.0943 -10.7435 -17.6935 0.8 -0.2 -0.6
N -4.9243 -16.9816 -15.3135 -0.3 1.3 -0.7
H -6.6819 -18.5999 -23.7494 0.3 0.4 0.2
H -1.0337 -11.8425 -15.6672 -0.6 0.9 -0.9
C -6.0272 -15.8137 -21.8713 0.8 0.8 -0.6
O -3.3758 -12.5892 -17.4848 -0.4 -0.2 0.0
H -8.5055 -13.5969 -17.8879 -0.3 -0.5 0.0
C -3.3340 -15.4793 -15.6951 0.4 1.2 0.3
H -0.5303 -12.1929 -17.9916 -0.1 -0.4 -0.5
C -10.5053 -13.8816 -12.2483 1.1 0.5 -0.3
C -9.4479 -16.0544 -10.8329 -0.7 0.3 0.2
H -8.1398 -10.9163 -15.2900 0.0 -0.2 0.0
C -8.7248 -15.4883 -11.8924 0.7 -0.1 0.5
C -10.3528 -13.5457 -15.5326 1.1 1.7 0.4
C -7.4141 -12.0695 -13.0993 -0.5 -2.0 -0.4
C -7.7157 -10.1378 -11.7376 0.2 -1.0 -1.0
C -6.6629 -10.8198 -18.7212 1.1 0.7 1.7
C -9.7190 -11.1283 -16.7279 0.6 1.2 -0.1
C -11.1336 -13.0739 -16.5785 -0.5 -1.1 -0.3
H -6.2793 -8.6325 -11.8880 0.5 1.1 0.0
H -1.9279 -12.9656 -21.4460 -0.1 0.3 -0.3
C -1.4693 -13.5731 -19.4939 -1.0 0.2 0.5
H -4.9472 -9.7631 -13.6070 -0.4 -0.6 0.1
H -2.4565 -8.5779 -18.2983 0.1 -0.2 -0.1
H -9.5203 -10.0986 -17.1311 -0.2 -1.2 0.1
C -7.7595 -10.7015 -19.7038 0.6 -1.4 -0.7
C -6.5013 -16.6020 -22.8785 -0.8 -0.7 -1.0
H -11.1691 -15.8810 -9.6104 -0.5 -0.1 0.3
H -8.9931 -11.8692 -11.6839 -0.6 -0.1 0.1
S -4.1508 -15.5001 -19.9128 1.5 0.1 0.4
C -9.2469 -12.7913 -15.0727 0.2 -0.5 0.3
C -10.7578 -11.8883 -17.2400 0.3 -0.9 0.7
H -2.4438 -15.3319 -21.5524 0.5 -0.6 -0.4
H -3.9157 -14.4026 -21.9202 0.5 0.1 -0.1
C -8.9284 -11.5620 -15.6628 -0.8 -0.4 0.1
C -1.2202 -12.2101 -18.8516 0.7 0.3 0.1
C -5.4320 -18.5446 -21.9744 -0.3 -0.1 -0.1
S -5.0450 -12.3082 -14.6765 -1.6 -0.8 -0.1
O -5.8481 -12.5797 -15.9818 0.0 -0.3 -0.1
C -11.1896 -14.3924 -11.1770 0.3 -1.0 0.4
H 0.2110 -7.7190 -15.1830 0.2 -0.7 0.6
P -8.1355 -13.6574 -13.8409 0.7 0.9 -0.5
H -10.4839 -14.4412 -14.9616 -0.8 -0.6 -0.2
H -3.2171 -12.6718 -20.3207 -1.0 0.6 0.1
N -6.9610 -14.8068 -17.3187 0.3 1.0 -0.3
H -6.1508 -14.7361 -21.9237 -0.2 -0.1 0.2
C -2.4950 -13.3835 -20.6227 1.1 -1.0 -0.1
H -5.1913 -19.6017 -21.9584 -0.2 0.0 -0.2
H -10.8596 -13.0602 -12.8464 -0.5 0.2 0.1
S -2.7040 -11.4258 -18.2514 -0.7 -0.2 0.6
C -1.0070 -8.1037 -16.8231 0.3 -0.6 1.5
H -0.9075 -11.4122 -19.5467 0.4 -0.5 -0.1
C -8.1629 -11.3919 -12.1523 1.4 0.8 -0.1
H -6.0077 -12.5483 -19.6669 -0.1 0.2 0.0
C -9.2162 -14.3336 -12.5492 0.0 -1.1 0.0
H -7.7143 -15.9165 -12.1225 -1.1 0.6 0.0
H -0.5709 -13.9595 -19.9180 0.9 -0.2 -0.2
```
Forces are in eV/Å.

The charge is +2. Its HOMO energy (alpha / beta) is -0.4418 / -0.4418 Ha. The multiplicity is 4.

Results of the Löwdin charge analysis, in e, for atoms 1 through 2:
1 C -0.06
2 C -0.06

Record 4
Below is a structure of composition C48H58N2NdO2P2 at a distorted geometry, with properties calculated with ωB97M-V/def2-TZVPD.

Geometry as XYZ:
```
113
Properties=species:S:1:pos:R:3:forces:R:3
C -4.6029 -0.5571 2.3348 0.1 0.1 -0.1
H -4.3794 -3.2446 -3.2648 -0.1 0.0 -0.1
C -3.6581 -0.5585 1.3120 0.0 -0.2 -0.4
C -1.3913 0.1201 6.6164 -0.1 0.0 0.4
C -1.3729 1.2699 2.9896 -0.1 0.2 -0.1
C 2.8773 -0.5809 3.6748 -0.2 0.0 -0.3
C 4.1203 -1.0608 3.2593 -0.3 0.0 -0.3
C -2.4508 -1.2429 1.5127 0.0 0.0 0.0
H -3.4558 -0.3910 6.1575 -0.1 -0.1 0.0
C 0.5099 0.0087 3.3203 -0.1 0.1 0.2
C -0.6780 1.1980 7.4538 -0.1 -0.1 -0.1
P -4.0690 -0.0058 -0.3946 -0.1 0.6 0.6
H -3.0362 -4.9551 -2.1152 -0.1 -0.1 0.0
C -7.9584 1.0588 -0.8431 -0.1 0.0 0.0
H -4.9294 2.5414 1.0458 0.0 0.0 0.0
H -0.8189 -1.4212 -7.0152 0.0 -0.1 -0.1
H 7.4222 -1.2056 4.2212 0.1 0.0 0.1
H -7.0830 3.6995 1.0751 0.0 0.1 0.0
C -2.4304 1.5482 -2.0273 0.4 0.0 0.0
C -1.0155 0.5321 -4.2660 0.4 0.1 0.1
C -8.0763 2.2491 -0.1462 0.0 0.0 0.0
C -2.8371 1.4400 -0.5595 0.0 -0.6 -0.2
Nd 0.1170 0.0682 0.1199 0.9 0.5 0.3
C -5.6346 0.9225 -0.2077 0.3 -0.1 -0.1
H -2.6715 1.6106 4.6264 -0.1 0.1 0.0
P -1.0482 0.3762 -2.4491 -1.3 -0.1 -1.4
C -2.9661 -1.6753 -2.9141 0.1 -0.1 0.1
H -0.1904 4.2809 -0.4667 0.0 -0.1 -0.1
N 1.8795 -0.9022 1.5122 0.2 0.0 0.3
H 3.1140 -1.7626 0.0949 0.0 0.1 0.0
H -0.4032 3.4753 1.1115 0.0 0.0 -0.1
C -1.0102 0.3415 5.1782 0.0 0.1 -0.4
N -0.2651 0.7167 2.4652 0.2 -0.1 0.4
H 6.1974 0.0833 5.7431 0.1 0.0 0.1
H 5.8200 -2.4772 5.8167 0.1 0.0 0.1
C 0.3107 3.7196 0.3240 -0.4 0.3 0.4
H -3.2309 1.2848 6.6857 -0.1 0.1 0.0
H 0.1540 -1.2991 7.2213 0.1 -0.1 0.0
H 3.5861 1.7332 -1.9725 -0.1 -0.1 0.1
O 0.8406 2.4806 -0.1721 0.2 -0.6 -0.1
C -1.7656 1.1282 4.3009 0.2 0.0 0.0
H -1.3551 -1.4580 8.0785 -0.1 -0.1 0.1
H 4.9686 -3.2820 4.5008 0.0 -0.1 -0.1
C 3.0657 -1.4066 1.1193 0.1 -0.2 -0.2
C -1.4687 -3.6079 -1.5871 0.2 -0.2 0.2
H 6.7486 -0.4688 2.7795 0.1 0.1 -0.1
H -0.8917 -4.3748 -1.0930 0.1 0.0 0.0
C -0.9560 -0.5333 -6.4183 0.1 0.0 -0.1
H 1.9244 -1.1935 -2.8742 0.0 0.1 0.0
H 1.2781 2.7250 -2.1957 0.1 0.1 0.2
H 0.7775 -0.8397 5.2554 0.1 0.0 0.0
C 2.8157 1.5343 -1.2206 -0.2 0.6 0.4
C -4.3299 -1.1764 3.5432 0.1 -0.1 0.0
H -6.6497 -0.5314 -1.4240 0.0 0.0 0.0
H -5.5644 -0.0881 2.1714 0.0 0.0 0.0
H -1.2543 -2.4112 2.8682 0.0 0.0 0.0
H -9.0185 2.7721 -0.1256 -0.1 0.1 0.0
C 4.1781 -1.5012 1.9317 -0.2 0.1 0.1
H -1.7572 -1.4152 0.6588 -0.6 -0.2 0.3
C 5.2716 -1.1339 4.2256 0.2 -0.1 0.2
C -0.7973 -0.6037 -5.0468 0.0 0.1 0.1
H 2.7562 -0.2132 4.6772 0.0 0.0 0.2
C -5.7656 2.1176 0.5026 -0.1 -0.1 -0.1
H 1.1012 4.3406 0.7524 0.0 -0.2 -0.1
C -2.6826 -3.9389 -2.1667 0.2 0.1 0.1
H -1.2397 -2.0433 6.4192 0.0 -0.2 0.0
H -1.7106 2.7516 -6.7144 0.0 0.1 -0.1
H -1.4602 0.7131 -8.0854 0.0 0.0 -0.1
H -2.0549 2.5591 -2.2316 0.0 -0.2 -0.1
C -1.4564 1.8109 -6.2499 0.0 0.0 -0.1
H -3.2901 1.3760 -2.6835 0.1 0.1 0.0
H 3.2892 1.4642 -0.2301 0.0 0.1 -0.2
C -1.7537 -1.3212 -2.3219 0.5 0.2 0.3
C -1.2995 1.7518 -4.8768 0.0 -0.1 0.1
H -3.5386 -0.9322 -3.4497 -0.1 0.1 0.0
C -1.0002 -2.3035 -1.6638 0.1 0.5 0.0
C -3.4298 -2.9763 -2.8280 0.0 0.2 -0.1
C -6.7427 0.3973 -0.8759 0.2 0.0 0.0
H 4.4555 0.1387 5.8086 -0.1 0.1 0.1
H 5.0901 -1.9088 1.5294 0.1 -0.1 -0.1
C -1.3077 0.6664 -7.0194 0.0 0.1 0.1
C -0.9253 -1.2583 7.1032 -0.1 0.2 -0.2
C 6.6124 -1.2701 3.5019 -0.2 0.0 0.1
C 2.3907 -0.2094 -2.8074 -0.1 -0.3 -0.4
C 0.1554 -0.2075 4.6441 0.0 0.1 -0.3
H 1.9478 0.4602 -3.5532 0.0 -0.1 0.2
C 1.8025 2.6843 -1.2285 0.4 -0.5 -0.5
H -5.0791 -1.1744 4.3200 -0.1 0.0 0.1
C -3.1179 -1.8198 3.7424 -0.1 -0.1 -0.1
H 5.3201 1.0214 4.5395 0.0 0.1 0.0
H 0.4005 1.1079 7.3671 0.2 0.0 0.0
H 6.7039 -2.2285 2.9998 0.0 -0.1 -0.1
H -3.1416 -0.0179 7.8507 -0.1 0.0 0.1
H -8.8118 0.6532 -1.3654 0.0 0.0 0.0
H 0.0194 -2.0657 -1.2735 -0.4 -0.4 -0.3
H -0.9760 2.1981 7.1535 0.0 0.2 0.0
C 5.3030 0.1077 5.1296 -0.1 -0.1 -0.2
H -1.4204 2.6537 -4.2934 -0.1 0.0 0.0
O 2.1791 0.2709 -1.4675 -0.3 0.1 0.4
H -3.3174 2.3721 -0.2489 0.3 -0.1 0.3
H -1.9209 1.2775 0.0753 -0.9 0.4 0.0
H -2.9220 -2.3294 4.6713 0.0 -0.1 0.2
C -2.1780 -1.8624 2.7246 0.1 -0.1 -0.2
H 4.0801 -2.2803 5.6523 -0.1 0.0 0.1
C -6.9830 2.7742 0.5281 0.1 0.1 0.1
C -2.9016 0.2591 6.8287 0.2 0.0 -0.1
H -0.9491 1.0561 8.4968 0.0 0.0 0.1
H -0.5350 -1.5450 -4.5830 -0.1 -0.1 0.0
H -1.9814 1.8591 2.3130 0.0 0.0 0.0
H 3.4591 -0.3171 -3.0141 -0.1 0.0 0.2
C 5.0122 -2.3764 5.1000 0.1 0.1 -0.1
H 2.3352 3.6276 -1.0741 -0.1 -0.1 0.1
C 1.7970 -0.5186 2.8115 0.3 -0.1 0.2
```
Forces are in eV/Å.

The charge is +3. Its energy above the lowest of the compared OMol25 structures with the same formula, charge and spin is 0.0 kJ/mol. Its HOMO energy (alpha / beta) is -0.5598 / -0.5598 Ha. The multiplicity is 4.

Results of the Löwdin charge analysis, in e, for atoms 1 through 2:
1 C -0.05
2 H 0.13

no.,M (g mol⁻¹),calculated total energy (eV)
1,212.4,-41966.0279
2,322.5,-46857.5028
3,893.0,-134190.5396
4,901.2,-91625.8504